(1)
C53H57Br2N2O2PPb | wB97M-V/def2-TZVPD

Structure (XYZ):
```
118
Properties=species:S:1:pos:R:3:forces:R:3
Pb 0.431 0.017 1.238 -1.8 1.8 -1.0
Br -2.077 0.081 4.064 -0.4 -0.3 -0.2
C -0.501 -0.706 3.265 1.1 0.1 0.6
Br 2.575 -2.865 1.279 0.5 -0.5 0.5
H -0.625 -1.756 3.126 -0.4 -0.9 0.3
H 0.288 -0.521 4.012 -0.2 -0.2 -0.1
C 3.919 4.367 -2.323 0.1 0.3 -0.9
C 3.887 2.996 -3.018 0.7 0.0 -1.6
C 4.743 1.950 -2.341 1.2 -0.2 1.7
C 2.526 2.457 -3.489 -0.1 0.1 1.1
C 2.521 1.761 -4.708 0.2 0.1 0.3
C 1.324 1.468 -5.313 -1.1 -0.9 0.0
C 0.094 1.750 -4.659 2.9 0.6 -0.9
C 0.110 2.350 -3.437 0.2 0.5 1.7
C -1.225 2.919 -2.991 -0.3 0.2 1.2
C -1.316 3.557 -1.582 0.0 -0.3 -0.3
C -2.369 1.930 -3.132 -0.8 -1.2 -1.8
C 1.337 2.548 -2.702 0.4 -1.7 -1.5
N 1.430 2.409 -1.296 -0.5 2.2 -1.0
C 1.543 3.554 -0.642 0.7 0.1 0.7
C 1.571 3.594 0.763 -0.4 -0.1 0.6
N 0.956 2.661 1.505 0.4 2.6 1.3
C 0.685 2.984 2.887 0.1 -1.5 0.5
C 1.612 2.481 3.879 -2.9 0.6 -0.3
C 1.124 2.163 5.167 0.0 0.1 -0.5
C -0.162 2.513 5.553 1.1 0.1 -1.2
C -0.976 3.189 4.645 -0.4 0.3 0.9
C -0.649 3.418 3.339 3.0 -0.5 -0.6
C -1.598 4.192 2.498 0.7 1.5 -0.7
C -0.919 5.258 1.584 0.7 -1.7 -1.0
C -2.635 3.349 1.826 -1.6 -1.4 -1.6
C 3.046 2.192 3.700 1.3 -0.9 0.4
C 3.320 0.683 3.538 1.3 -1.4 1.0
C 3.868 2.959 2.673 0.5 0.6 0.8
H 4.936 4.837 -2.411 -0.8 -0.4 0.0
H 3.718 4.198 -1.288 -0.1 0.3 0.7
H 3.140 5.062 -2.746 0.8 -0.6 0.4
H 4.448 3.146 -3.975 -0.6 0.1 0.3
H 4.552 1.884 -1.246 -0.4 -0.2 -0.6
H 5.840 2.241 -2.336 -1.0 -0.4 -0.5
H 4.588 0.952 -2.786 0.2 0.4 0.2
H 3.482 1.300 -5.033 -0.7 0.9 -0.3
H 1.297 0.964 -6.274 0.1 -0.2 0.1
H -0.822 1.612 -5.152 -1.1 -0.3 -0.7
H -1.357 3.736 -3.709 -0.3 0.1 0.1
H -1.207 2.801 -0.780 0.0 0.4 -0.4
H -2.306 4.051 -1.469 0.5 -0.3 -0.1
H -0.527 4.302 -1.484 -0.2 0.1 0.2
H -2.026 0.881 -3.039 -0.1 0.5 0.3
H -2.816 1.961 -4.173 0.3 0.1 1.0
H -3.200 2.073 -2.438 0.2 0.2 0.1
H 1.594 4.585 -1.091 0.2 -1.1 0.0
H 2.077 4.462 1.237 -0.6 -0.2 -0.3
H 1.810 1.541 5.783 -0.6 0.7 0.0
H -0.482 2.290 6.526 -0.6 -0.3 1.2
H -1.950 3.569 4.971 0.2 -0.3 0.0
H -2.104 4.824 3.208 -0.5 0.2 0.5
H -0.174 4.766 0.881 -1.2 0.7 0.8
H -0.341 5.974 2.167 -0.2 0.2 0.1
H -1.693 5.712 0.960 0.1 0.3 0.2
H -2.462 2.259 1.893 0.0 0.5 0.2
H -2.828 3.478 0.732 0.7 0.3 0.7
H -3.636 3.541 2.231 0.1 -0.1 0.3
H 3.422 2.459 4.705 0.4 -0.1 -0.4
H 3.016 0.269 2.582 -0.2 0.2 -0.3
H 2.852 0.015 4.326 0.3 1.0 -0.8
H 4.439 0.433 3.598 -1.3 0.6 -0.1
H 3.665 2.561 1.689 0.1 0.2 -0.4
H 4.940 2.808 2.934 -0.5 0.0 -0.3
H 3.687 4.062 2.722 0.0 -0.9 -0.2
O -2.561 0.332 0.371 0.1 -0.8 -0.1
C -2.389 -0.897 0.190 -0.8 2.3 -0.1
O -1.281 -1.465 -0.011 -0.4 0.1 -0.1
C -3.664 -1.725 0.264 1.2 -1.9 -0.6
C -4.932 -1.176 0.151 -0.2 -1.9 0.8
C -6.052 -1.992 0.428 -0.2 1.6 -0.9
C -5.906 -3.277 0.877 1.0 -0.5 0.3
C -4.639 -3.848 0.841 0.4 -0.1 0.2
C -3.488 -3.144 0.439 -2.1 1.1 0.4
P -1.859 -3.866 0.391 1.6 0.4 1.4
C -1.928 -5.176 1.592 -0.7 -1.9 2.3
C -1.511 -6.532 1.425 -0.3 1.5 0.8
C -1.268 -7.347 2.528 0.0 -0.1 -0.4
C -1.523 -6.893 3.799 0.5 -1.4 1.9
C -2.042 -5.630 4.052 0.2 0.6 -1.1
C -2.239 -4.790 2.957 -0.3 0.8 -0.8
C -1.609 -4.660 -1.171 -0.5 0.0 -1.9
C -0.305 -5.120 -1.503 -0.3 -0.1 0.1
C -0.086 -5.558 -2.798 -0.9 -0.2 -0.3
C -1.149 -5.641 -3.734 2.4 -0.8 -0.6
C -2.383 -5.196 -3.440 -1.6 1.8 0.7
C -2.605 -4.597 -2.190 0.7 -0.9 1.3
H -5.027 -0.147 -0.056 -0.1 1.0 -0.3
H -7.041 -1.580 0.211 0.2 0.0 0.5
H -6.673 -3.850 1.373 -0.5 0.0 -0.4
H -4.564 -4.850 1.245 0.3 -0.2 -0.3
H -1.377 -6.906 0.443 0.3 -0.3 -0.9
H -0.837 -8.348 2.411 -0.3 0.3 -0.1
H -1.289 -7.607 4.645 -0.3 1.0 -0.9
H -2.167 -5.233 5.058 -0.2 -0.3 -0.2
H -2.681 -3.762 3.121 0.8 -1.1 -0.1
H 0.515 -5.150 -0.751 -0.7 0.3 -0.6
H 0.896 -5.813 -3.146 0.4 -0.2 0.1
H -0.931 -6.053 -4.732 -0.1 0.3 0.5
H -3.159 -5.094 -4.198 0.1 -0.4 0.1
H -3.568 -4.183 -1.886 0.2 -0.1 -0.4
C 1.701 -1.527 0.247 -0.1 -1.2 1.4
C 2.002 -1.658 -1.112 1.0 -0.2 -2.9
C 1.013 -1.854 -2.124 -0.8 0.5 1.3
C 1.323 -1.975 -3.471 0.1 0.6 -0.3
C 2.641 -1.831 -3.889 0.5 -0.3 1.2
C 3.650 -1.714 -2.909 -0.5 0.3 0.1
C 3.346 -1.574 -1.550 -1.2 -0.6 -2.0
H -0.038 -1.787 -1.762 0.8 -0.4 -0.5
H 0.535 -2.077 -4.228 0.2 0.1 0.4
H 2.896 -1.737 -4.928 0.1 -0.3 -0.4
H 4.694 -1.676 -3.200 0.0 0.2 -0.1
H 4.127 -1.331 -0.891 0.8 0.0 1.0
```
Forces are in eV/Å.

For the frontier orbital gap (spin up / spin down), the calculation gives 5.0 / 4.8 eV. The electronic energy is -217577.0256 eV. The calculation puts the strongest force on any atom at 3.1 eV Å⁻¹. Its net charge is -2.

Mulliken atomic charge list, values in e, 8 entries: atom 1 (Pb): 0.703, atom 2 (Br): -0.319, atom 3 (C): -1.033, atom 4 (Br): -0.237, atom 5 (H): 0.577, atom 6 (H): 0.417, atom 7 (C): -1.501, atom 8 (C): 0.454

***

(2)
C24H25KN5S | wB97M-V/def2-TZVPD

Structure (XYZ):
```
56
Properties=species:S:1:pos:R:3:forces:R:3
K 0.019 0.283 -1.521 -0.7 0.3 -0.3
C 3.304 -0.443 -0.882 -0.2 0.1 0.0
C 3.101 0.245 -2.249 0.0 0.2 0.2
C 2.886 1.739 -2.105 -0.1 -0.1 0.1
C 3.979 2.586 -1.939 0.0 0.0 -0.1
C 3.760 3.940 -1.766 0.0 0.0 0.0
C 2.456 4.418 -1.755 0.0 0.0 0.0
C 1.428 3.512 -1.920 0.0 -0.3 0.0
N 1.629 2.195 -2.085 0.4 0.5 -0.1
N 2.030 -0.877 -0.269 0.4 -0.3 0.3
C 1.873 -2.339 -0.240 -0.1 0.2 0.0
C 0.479 -2.836 -0.583 0.1 0.0 -0.1
C -0.087 -3.886 0.127 0.0 0.0 0.1
C -1.328 -4.369 -0.260 0.0 0.0 0.0
C -1.965 -3.788 -1.345 0.0 0.0 0.0
C -1.329 -2.741 -1.990 0.2 0.1 0.1
N -0.132 -2.266 -1.627 -0.1 -0.8 0.0
C 1.803 -0.250 1.043 -0.1 -0.1 -0.1
C 0.512 -0.697 1.700 -0.1 0.0 -0.2
C 0.520 -1.260 2.967 0.0 -0.1 0.0
C -0.678 -1.680 3.525 0.0 0.0 0.0
C -1.847 -1.527 2.798 0.0 0.0 0.1
C -1.764 -0.946 1.543 0.1 0.0 -0.1
N -0.619 -0.538 0.998 0.0 0.1 0.3
H 3.817 0.251 -0.213 0.0 0.0 0.0
H 3.970 -1.299 -0.997 0.0 -0.1 0.0
H 2.245 -0.211 -2.754 0.2 0.0 -0.1
H 3.980 0.077 -2.873 0.0 0.0 0.0
H 4.984 2.184 -1.968 0.0 0.0 0.0
H 4.596 4.620 -1.651 0.0 0.0 0.0
H 2.242 5.471 -1.631 0.0 0.0 0.0
H 0.392 3.839 -1.926 0.1 -0.1 0.0
H 2.175 -2.755 0.729 0.0 0.0 0.0
H 2.544 -2.771 -0.983 0.0 0.0 -0.1
H 0.438 -4.311 0.975 0.0 0.0 -0.1
H -1.789 -5.190 0.276 0.0 0.0 0.0
H -2.930 -4.138 -1.689 0.1 0.0 0.0
H -1.799 -2.258 -2.842 0.0 0.0 0.0
H 1.769 0.836 0.898 0.0 0.0 0.0
H 2.634 -0.453 1.729 0.0 0.0 0.1
H 1.455 -1.381 3.501 0.0 0.0 0.0
H -0.696 -2.129 4.511 0.0 0.0 0.0
H -2.802 -1.850 3.189 0.0 0.0 0.0
H -2.657 -0.814 0.936 0.1 0.0 0.0
S -2.564 1.725 -1.941 -0.4 0.1 0.3
C -3.143 1.873 -0.363 -0.1 0.2 0.0
N -4.370 1.366 -0.037 0.0 -0.1 0.0
C -4.963 1.443 1.185 0.0 -0.1 -0.2
C -4.331 2.061 2.210 0.0 0.0 0.1
C -3.064 2.628 1.949 0.1 0.0 0.0
C -2.494 2.544 0.712 0.1 -0.1 -0.1
H -4.857 0.918 -0.802 -0.1 0.0 0.0
H -5.942 0.996 1.268 0.0 0.0 0.0
H -4.798 2.127 3.182 0.0 0.0 0.0
H -2.540 3.142 2.746 0.0 0.0 0.0
H -1.533 2.988 0.505 0.0 0.0 0.0
```
Forces are in eV/Å.

For the frontier orbital gap, the calculation gives 8.2 eV. The electronic energy is -59901.3048 eV. The calculation puts the energy above the lowest of the compared OMol25 structures with the same formula, charge and spin at 10.1 kcal per mole. The calculation puts the strongest force on any atom at 0.8 eV Å⁻¹. Its net charge is +1.

Mulliken atomic charge list, values in e, 8 entries: atom 1 (K): 0.990, atom 2 (C): -1.240, atom 3 (C): -1.109, atom 4 (C): 0.765, atom 5 (C): -0.618, atom 6 (C): -0.395, atom 7 (C): -0.714, atom 8 (C): -0.310

***

(3)
C37H50ClN5ORuS5Sb2 | wB97M-V/def2-TZVPD

Structure (XYZ):
```
102
Properties=species:S:1:pos:R:3:forces:R:3
Ru -1.935 -0.671 0.012 -0.6 -0.4 -1.6
S 0.666 -4.523 0.242 0.2 -0.2 -0.1
C -0.313 -3.234 0.114 0.4 -0.5 0.4
S -0.931 -2.326 1.438 -0.3 0.3 -0.1
S -0.919 -2.554 -1.321 -0.6 1.3 0.4
C -3.580 -4.141 -0.402 -0.1 0.1 -0.2
C -4.052 -2.999 -1.247 0.0 0.2 0.2
N -3.805 -1.725 -1.028 0.1 -0.5 -0.1
C -4.397 -0.923 -1.981 0.2 0.2 0.2
C -5.094 -1.582 -2.932 -0.2 -0.1 -0.2
S -5.024 -3.257 -2.629 -0.1 -0.2 -0.1
C -4.212 0.515 -1.834 0.1 -0.2 0.2
C -4.828 1.502 -2.523 -0.1 0.1 -0.1
S -4.305 3.015 -1.944 -0.1 0.2 0.0
C -3.283 2.262 -0.811 0.0 0.0 0.2
N -3.332 0.952 -0.858 0.6 -0.4 -0.1
C -2.439 3.059 0.121 -0.1 0.0 -0.1
H -3.042 -3.762 0.462 0.0 0.0 0.0
H -2.903 -4.781 -0.968 0.0 0.0 0.0
H -4.425 -4.748 -0.072 0.0 0.0 0.0
H -5.625 -1.179 -3.783 0.0 0.0 0.1
H -5.563 1.418 -3.310 0.1 0.0 0.1
H -2.660 4.123 0.045 0.0 0.0 0.0
H -1.390 2.903 -0.120 0.0 0.0 -0.1
H -2.615 2.743 1.152 0.0 0.0 0.0
C 1.528 -0.016 2.266 0.1 0.1 0.0
Sb -0.351 0.859 1.779 0.4 -0.1 0.1
C 0.422 2.838 1.582 0.2 0.2 0.1
C -0.994 1.030 3.820 -0.2 0.1 0.0
C -2.188 1.925 4.002 0.2 -0.1 0.1
C -1.992 3.303 4.115 0.0 0.0 0.0
C -3.054 4.180 4.274 0.0 0.0 0.0
C -4.348 3.680 4.336 0.0 0.0 0.0
C -4.555 2.313 4.242 0.0 0.0 0.0
C -3.494 1.420 4.075 -0.1 -0.1 0.1
C -3.788 -0.052 3.978 0.0 0.2 0.0
Sb -3.878 -0.690 1.934 -0.2 -0.1 0.2
C -4.860 -2.537 2.278 0.0 0.0 0.0
C -5.593 0.449 1.413 -0.1 0.0 0.0
H 1.829 0.384 3.234 0.1 0.0 0.0
H 2.274 0.263 1.522 0.0 0.0 0.0
H 1.449 -1.097 2.319 0.0 0.0 0.0
H 1.171 2.965 2.367 0.0 0.1 -0.1
H -0.365 3.581 1.702 0.1 0.0 0.0
H 0.895 2.962 0.605 0.0 0.0 0.1
H -0.116 1.443 4.318 -0.1 0.0 0.1
H -1.145 0.017 4.189 0.0 0.0 0.1
H -0.977 3.691 4.097 -0.1 0.0 0.0
H -2.871 5.243 4.369 0.0 0.0 0.0
H -5.189 4.348 4.476 0.0 0.0 0.0
H -5.564 1.919 4.317 0.0 0.0 0.0
H -4.786 -0.280 4.355 0.0 0.1 0.1
H -3.071 -0.678 4.507 0.0 0.0 0.0
H -5.663 -2.356 2.993 0.0 -0.1 0.0
H -4.161 -3.267 2.682 0.0 0.0 0.0
H -5.279 -2.909 1.346 0.0 0.0 0.0
H -6.383 0.211 2.128 0.0 0.1 -0.1
H -5.923 0.194 0.406 0.0 0.0 0.1
H -5.367 1.515 1.464 0.0 0.0 0.0
C 2.853 2.219 -1.871 0.0 0.0 0.0
C 4.007 1.192 -1.982 0.1 0.2 0.0
C 5.294 1.985 -2.284 0.0 0.0 0.0
C 4.194 0.526 -0.617 0.1 0.0 0.1
C 3.729 0.162 -3.129 0.1 0.1 -0.2
O 3.315 0.882 -4.301 0.1 -0.1 0.1
C 4.944 -0.739 -3.542 -0.1 -0.1 0.1
C 5.039 -2.206 -3.064 0.0 0.1 0.1
C 5.332 -2.409 -1.596 0.0 -0.1 -0.1
C 6.554 -2.007 -1.061 0.1 0.0 0.0
C 6.829 -2.147 0.290 0.1 0.0 0.0
C 5.867 -2.701 1.122 0.0 0.0 0.1
Cl 6.192 -2.856 2.823 0.0 0.0 -0.1
C 4.660 -3.144 0.614 -0.1 0.0 -0.1
C 4.405 -3.002 -0.746 -0.1 0.0 0.1
C 2.576 -0.797 -2.870 -0.4 0.0 0.0
N 1.262 -0.232 -2.563 0.3 0.1 -0.3
C 0.708 -0.098 -1.373 0.0 0.0 -0.1
N -0.529 0.370 -1.489 0.3 -0.2 0.1
C -0.672 0.484 -2.846 -0.3 0.1 0.0
N 0.383 0.135 -3.534 0.1 0.0 0.5
H 3.250 3.182 -1.547 0.0 0.0 0.0
H 2.114 1.919 -1.125 0.0 0.0 0.0
H 2.341 2.372 -2.818 0.0 0.0 0.0
H 5.396 2.785 -1.548 0.0 0.0 0.0
H 5.279 2.462 -3.270 0.0 0.0 0.1
H 6.193 1.372 -2.211 -0.1 0.0 0.0
H 4.293 1.304 0.146 0.0 0.0 0.0
H 5.090 -0.091 -0.573 -0.1 0.0 0.0
H 3.348 -0.109 -0.341 0.1 0.1 0.0
H 4.043 1.437 -4.598 0.0 0.0 0.0
H 5.880 -0.237 -3.305 0.0 0.0 0.0
H 4.885 -0.780 -4.630 0.0 0.0 0.0
H 5.847 -2.662 -3.640 0.0 0.0 0.0
H 4.138 -2.757 -3.335 0.0 0.0 0.0
H 7.309 -1.571 -1.710 -0.1 0.0 0.1
H 7.779 -1.828 0.701 0.0 0.0 0.0
H 3.925 -3.599 1.267 0.0 0.0 0.0
H 3.458 -3.368 -1.138 0.1 0.0 0.0
H 2.812 -1.475 -2.056 0.0 0.0 0.0
H 2.441 -1.369 -3.784 -0.1 -0.1 0.0
H 1.199 -0.386 -0.456 0.0 0.0 0.0
H -1.573 0.849 -3.319 0.0 -0.1 0.0
```
Forces are in eV/Å.

For the frontier orbital gap (spin up / spin down), the calculation gives 5.2 / 6.9 eV. The electronic energy is -131029.2709 eV. The calculation puts the energy above the lowest of the compared OMol25 structures with the same formula, charge and spin at 34.9 kcal per mole. The calculation puts the strongest force on any atom at 1.7 eV Å⁻¹. The expectation value of S² is 0.781. As for the spin multiplicity: 2. Its net charge is +1.

Mulliken atomic charge list, values in e, 8 entries: atom 1 (Ru): -0.876, atom 2 (S): -0.199, atom 3 (C): 0.365, atom 4 (S): -0.460, atom 5 (S): -0.489, atom 6 (C): -1.392, atom 7 (C): 0.330, atom 8 (N): 1.464

***

(4)
C2HBrN2O2 | wB97M-V/def2-TZVPD

Structure (XYZ):
```
8
Properties=species:S:1:pos:R:3:forces:R:3
C 0.168 0.859 1.541 -0.9 1.3 1.7
C 0.426 0.060 0.441 1.0 -3.1 -3.6
N 0.090 1.601 2.427 -0.2 -0.7 -0.5
N 0.424 -1.998 0.556 -0.4 5.7 0.6
O -0.687 -2.366 0.523 -0.5 -1.9 -0.1
O 1.530 -2.333 0.642 0.5 -2.4 0.0
Br 2.269 0.253 0.015 0.2 0.4 -0.2
H -0.132 0.028 -0.555 0.2 0.6 2.0
```
Forces are in eV/Å.

For the frontier orbital gap (spin up / spin down), the calculation gives 8.8 / 8.8 eV. The electronic energy is -79202.1514 eV. The calculation puts the energy above the lowest of the compared OMol25 structures with the same formula, charge and spin at 103.1 kcal per mole. The calculation puts the strongest force on any atom at 5.8 eV Å⁻¹. Its net charge is 0.

Partial atomic charges computed with the Mulliken method, in multiples of e: atom 1 (C): 0.482, atom 2 (C): -0.415, atom 3 (N): -0.367, atom 4 (N): 0.824, atom 5 (O): -0.439, atom 6 (O): -0.409, atom 7 (Br): -0.035, atom 8 (H): 0.359